Formula: C34H34BiN2O5
Source: the OMol25 dataset
Level of theory: ωB97M-V/def2-TZVPD

Its multiplicity is 1. As for the total charge: -1. For the highest occupied orbital energy, the calculation gives -0.1624 hartree.

```
76
Properties=species:S:1:pos:R:3:forces:R:3:lowdin_charge:R:1
Bi -0.341 -0.563 0.804 0.30 -0.09 -0.04 1.94
O -0.994 -2.434 2.143 -0.05 0.05 -0.22 -0.26
C -2.052 -3.125 1.924 -0.04 -0.04 0.06 -0.41
C -2.020 -4.547 1.994 0.02 0.03 0.01 -0.02
C -3.146 -5.305 1.808 -0.05 0.01 -0.01 -0.10
C -4.397 -4.711 1.564 0.03 -0.03 0.01 -0.12
C -4.464 -3.342 1.501 0.00 0.03 0.00 -0.07
C -3.321 -2.535 1.640 0.03 -0.04 0.01 -0.17
C -3.506 -1.115 1.490 0.03 0.07 -0.12 -0.09
N -2.638 -0.223 1.180 -0.08 -0.03 0.14 -0.09
C -3.053 1.179 1.187 -0.01 0.04 -0.02 -0.22
C -2.560 1.870 2.453 -0.08 0.00 -0.04 -0.23
N -1.116 1.786 2.517 0.02 -0.08 0.01 -0.01
C -0.581 1.897 3.667 0.07 0.07 0.00 -0.13
C 0.835 1.876 4.000 -0.05 -0.05 -0.01 -0.15
C 1.156 2.091 5.348 0.00 0.01 0.02 -0.09
C 2.452 2.112 5.812 0.00 0.00 0.01 -0.14
C 3.484 1.900 4.886 -0.01 -0.01 0.00 -0.12
C 3.215 1.680 3.559 0.03 0.01 -0.01 -0.03
C 1.882 1.653 3.042 0.03 0.00 -0.11 -0.38
O 1.661 1.443 1.806 -0.06 -0.01 -0.13 -0.17
H -1.059 -5.005 2.190 0.00 0.00 0.01 0.11
H -3.073 -6.386 1.858 0.01 0.00 0.00 0.10
H -5.282 -5.319 1.434 0.00 0.00 0.00 0.09
H -5.416 -2.855 1.313 0.00 0.00 0.00 0.11
H -4.537 -0.767 1.624 -0.01 -0.01 0.00 0.13
H -4.144 1.248 1.115 0.00 -0.03 0.02 0.11
H -2.598 1.664 0.324 -0.05 0.01 0.01 0.10
H -3.036 1.422 3.339 -0.01 0.01 -0.01 0.11
H -2.877 2.917 2.397 0.03 0.02 0.00 0.12
H -1.232 2.042 4.547 0.01 0.01 0.00 0.11
H 0.338 2.253 6.045 0.00 -0.01 0.00 0.10
H 2.669 2.283 6.858 -0.01 0.00 0.00 0.08
H 4.515 1.907 5.225 0.01 0.00 -0.01 0.09
H 4.016 1.517 2.847 -0.02 0.00 0.00 0.10
O 1.869 0.297 -0.522 -0.08 0.28 0.30 -0.12
C 1.536 1.223 -1.552 0.01 -0.03 -0.02 -0.33
C 0.090 1.790 -1.366 0.04 0.07 -0.03 -0.57
O -0.195 2.833 -1.932 -0.05 -0.01 -0.03 0.06
O -0.740 1.081 -0.684 0.01 -0.06 0.05 -0.21
C 1.558 0.458 -2.876 -0.01 0.02 -0.01 -0.17
C 0.994 1.011 -4.023 -0.01 0.00 -0.01 -0.01
C 1.037 0.325 -5.227 0.00 0.00 0.00 -0.08
C 1.650 -0.918 -5.308 0.00 0.00 0.00 -0.11
C 2.225 -1.467 -4.172 -0.01 0.00 0.01 -0.09
C 2.180 -0.782 -2.964 0.00 0.01 0.01 -0.05
C 2.571 2.352 -1.557 0.03 -0.02 0.00 -0.12
C 2.442 3.427 -0.680 0.00 -0.05 0.01 -0.01
C 3.425 4.400 -0.609 -0.01 0.00 0.02 -0.07
C 4.553 4.320 -1.414 0.00 0.00 -0.01 -0.11
C 4.690 3.256 -2.291 -0.01 -0.01 0.00 -0.09
C 3.705 2.279 -2.359 -0.01 0.02 0.01 -0.02
H 2.017 0.814 0.324 0.08 -0.13 -0.10 0.04
H 0.514 1.979 -3.958 0.00 0.00 0.00 0.12
H 0.586 0.766 -6.108 0.00 0.00 0.00 0.10
H 1.678 -1.454 -6.249 0.00 0.00 0.00 0.09
H 2.704 -2.437 -4.218 0.00 0.00 0.00 0.10
H 2.619 -1.212 -2.076 0.00 -0.01 0.01 0.12
H 1.570 3.495 -0.045 -0.02 -0.01 0.05 0.12
H 3.308 5.225 0.084 0.00 0.00 0.00 0.10
H 5.321 5.083 -1.357 -0.01 0.00 0.00 0.09
H 5.564 3.181 -2.926 0.00 0.00 0.00 0.09
H 3.824 1.454 -3.049 0.00 -0.01 0.00 0.11
C -1.555 -3.559 -2.624 -0.01 -0.01 0.02 -0.09
C -1.848 -2.499 -1.558 -0.01 0.06 -0.05 -0.50
C -2.690 -1.380 -2.171 0.01 -0.03 0.02 -0.08
C -0.537 -1.950 -1.000 -0.01 -0.04 0.12 -0.31
H -2.479 -3.938 -3.071 0.00 -0.01 0.00 0.07
H -1.012 -4.405 -2.196 0.00 0.00 0.00 0.07
H -0.940 -3.131 -3.421 0.00 0.00 0.00 0.07
H -2.425 -2.983 -0.768 -0.01 0.03 0.04 0.10
H -2.184 -0.974 -3.052 0.01 0.02 0.01 0.08
H -2.833 -0.554 -1.475 -0.01 0.01 0.01 0.05
H -3.670 -1.751 -2.483 0.01 0.00 -0.02 0.07
H -0.037 -1.391 -1.793 0.05 0.01 0.02 0.03
H 0.133 -2.771 -0.714 -0.04 -0.04 -0.02 0.05
```
Positions in Å, forces in eV/Å.